Here is a 2-piece molecular cluster, C12H19NO2 overall in a non-equilibrium geometry from the OMol25 dataset. Energies are from ωB97M-V with the def2-TZVPD basis set.

Last column: Mulliken charge in e.
Atoms and positions in Å:
O -0.2327 3.1227 3.2154  -0.61
O 0.0520 -3.2498 -0.2375  -0.54
N 0.3608 1.1182 2.3555  0.03
C -0.2853 -2.9100 -2.5450  -0.48
C -0.6292 -2.6061 -1.2227  0.31
C -1.5140 -1.5613 -1.0683  -0.27
C -1.1388 -0.7590 -3.2875  0.58
C 0.9688 1.6077 4.6510  -1.36
C -1.2830 0.2787 -4.3839  -1.35
C 1.6409 0.4404 1.9534  -0.24
C -1.8352 -0.6821 -2.0993  -0.58
C 2.0047 0.8729 0.5502  -1.16
C 0.3482 2.0755 3.3886  0.77
C -0.4938 -1.9830 -3.5555  -0.44
C -0.7255 1.2791 1.3624  -1.11
H 0.2346 -3.8149 -2.8272  0.38
H 3.0021 0.7893 0.1199  0.36
H 0.9987 2.3148 5.4863  0.38
H -1.0171 2.3280 1.3956  0.39
H -1.7872 -1.4026 -0.0243  0.26
H 0.9983 0.6037 5.0326  0.38
H -2.1182 0.0221 -5.0367  0.31
H 2.0721 1.7170 4.5388  0.35
H -1.2094 1.2880 -3.9930  0.37
H 1.5954 -0.6126 2.2185  0.31
H -0.2658 -2.9844 0.6324  0.31
H 1.7406 1.9171 0.3750  0.38
H -2.5940 0.0636 -1.8897  0.41
H 2.2456 0.9097 2.7312  0.25
H 1.3081 0.3384 -0.1037  0.22
H -0.4913 1.3032 0.2953  0.33
H -1.2869 0.3693 1.5496  0.33
H -0.2535 -2.3232 -4.5466  0.36
H -0.4102 0.1296 -5.0306  0.36

Output
gap between HOMO and LUMO = 9.029 eV
SMILES = CCN(C)C(C)=O.Cc1ccc(O)cc1
total energy = -673.80345 Eh
highest occupied orbital energy = -8.4388 eV



Here is one molecule with the formula C10H10N2OS in a non-equilibrium geometry from the OMol25 dataset. Energies are from ωB97M-V with the def2-TZVPD basis set.

Last column: Mulliken charge in e.
Atoms and positions in Å:
S 0.0593 -0.3141 1.5416  1.16
O 1.1327 -1.1655 1.9527  -0.70
N -0.6684 -1.4134 -1.3219  -0.79
N -0.8666 -1.3941 0.0602  0.28
C 0.4958 2.4985 -1.3811  -0.63
C 1.8999 2.5009 -1.4439  -0.39
C -2.2547 -2.9163 -0.7896  -0.79
C -0.1304 1.6964 -0.4130  -0.19
C -1.7419 -2.2944 0.3733  0.03
C -0.7388 0.1647 2.8959  -0.92
C 2.7096 1.8408 -0.4698  -0.47
C 2.1029 1.0525 0.4646  -0.47
C 0.6986 0.9728 0.4352  0.53
C -1.4717 -2.3416 -1.8117  -0.13
H -1.4035 -2.4637 -2.8802  0.44
H -1.2786 1.4337 -0.3714  0.19
H -1.7239 0.5144 2.7921  0.36
H -3.0171 -3.7419 -0.8683  0.29
H 2.4317 2.9049 -2.2934  0.36
H 2.6814 0.4792 1.1773  0.41
H 3.7937 2.0294 -0.5627  0.34
H -0.4722 -0.6119 3.5807  0.39
H -0.0799 3.0058 -2.1003  0.42
H -2.1581 -2.4371 1.4336  0.26

Output
gap between HOMO and LUMO = 8.469 eV
SMILES = C=[S@](=O)(c1ccccc1)n1cccn1
total energy = -969.80745 Eh
highest occupied orbital energy = -8.6686 eV



Here is a 2-piece molecular cluster, H3IN2 overall in a non-equilibrium geometry from the OMol25 dataset. Energies are from ωB97M-V with the def2-TZVPD basis set.

Last column: Mulliken charge in e.
Atoms and positions in Å:
I 3.0976 -0.0346 0.0305  -0.13
N -1.2962 0.2506 0.1539  0.06
N -0.4863 -0.5593 0.0711  -0.45
H 2.0844 -1.0946 -0.6505  0.12
H -2.2915 0.1569 0.2245  0.20
H -1.1080 1.2809 0.1705  0.20

Output
gap between HOMO and LUMO = 9.047 eV
total energy = -408.89197 Eh
highest occupied orbital energy = -8.2627 eV



Here is one molecule with the formula C17H18N8O2S from the OMol25 dataset. Energies are from ωB97M-V with the def2-TZVPD basis set.

Last column: Mulliken charge in e.
Atoms and positions in Å:
S -0.4582 0.9377 0.7323  -0.16
O 4.3180 5.0984 -0.7951  -0.34
O 2.9464 6.5973 0.1653  -0.74
N -2.5774 -3.6995 -1.2052  -0.05
N 0.1372 -2.3323 1.4129  -0.65
N -1.4476 -3.9925 0.8235  -0.31
N -0.2335 -4.1467 2.7566  -0.35
N 1.7916 1.9958 -0.1523  -0.34
N 0.5949 5.6782 1.1075  -0.32
N 0.2166 3.4405 0.8742  -0.64
N -1.0572 -2.1451 -0.5986  -0.63
C 6.1428 6.3820 0.1887  -1.09
C 0.5172 -0.4280 -0.0051  -0.65
C -3.4080 -4.8126 -1.2500  0.54
C -4.2732 -6.8751 -0.3768  -0.62
C -0.5293 -3.4699 1.6365  0.33
C 1.0203 4.4884 0.6834  0.42
C -3.4198 -5.7933 -0.2620  -0.26
C 0.6345 2.2617 0.4531  0.26
C -4.2618 -4.9394 -2.3462  -0.49
C -5.1202 -6.9984 -1.4651  -0.52
C 3.1880 5.4518 -0.1709  0.92
C -5.1099 -6.0243 -2.4499  -0.56
C 2.2874 4.3208 0.0455  0.16
C 2.5965 3.0226 -0.3446  -0.55
C -1.6771 -3.2961 -0.2836  0.49
C 5.2741 6.1299 -1.0356  -0.25
C -0.1766 -1.7162 0.2850  0.42
H 6.9001 7.1234 -0.0490  0.37
H -2.7589 -5.6915 0.5814  0.50
H -4.2754 -7.6311 0.3948  0.36
H -2.6488 -3.0560 -1.9834  0.24
H -5.7659 -6.1095 -3.3037  0.37
H 0.3895 -3.7242 3.4200  0.25
H 1.5016 -0.4028 0.4552  0.40
H 0.5721 -0.2490 -1.0763  0.38
H 4.7458 7.0461 -1.3196  0.31
H 3.5353 2.8015 -0.8341  0.54
H -0.7754 -4.9556 2.9986  0.22
H 1.1971 6.4792 0.9696  0.23
H 5.5314 6.7530 1.0077  0.31
H -0.3047 5.7410 1.5500  0.21
H 5.8718 5.7687 -1.8750  0.31
H 6.6300 5.4611 0.5001  0.30
H -5.7835 -7.8461 -1.5468  0.38
H -4.2562 -4.1806 -3.1164  0.33

Output
gap between HOMO and LUMO = 8.648 eV
SMILES = CCOC(=O)c1cnc(SCc2nc(N)nc(Nc3ccccc3)n2)nc1N
total energy = -1645.46058 Eh
highest occupied orbital energy = -8.2109 eV



Here is a 13-piece molecular cluster, C6H38NO12 overall in a non-equilibrium geometry from the OMol25 dataset. Energies are from ωB97M-V with the def2-TZVPD basis set.

Last column: Mulliken charge in e.
Atoms and positions in Å:
O 2.8652 -0.9070 -2.5848  -0.81
O -1.0463 4.0204 1.3504  -0.64
O 3.4735 -0.7668 0.0516  -0.69
O -3.5249 2.9808 1.1431  -0.69
O 2.0638 -2.5958 1.4855  -0.63
O -4.1581 0.4286 1.8033  -0.68
O 2.4661 1.6165 -2.6120  -0.76
O 0.6713 -2.3718 -3.1754  -0.67
O -0.5361 -3.1621 1.8463  -0.63
O -1.2577 -3.6271 -1.8300  -0.72
O -2.9200 -1.9495 1.3421  -0.68
O 3.3357 1.8685 -0.0867  -0.80
N 0.1121 2.2256 -1.4229  -0.01
C 0.2968 0.0841 -0.2020  1.64
C -0.4579 0.1102 3.1872  -1.09
C -0.2021 0.9076 2.1520  -0.35
C -0.6475 1.0194 -0.9292  0.28
C 0.8687 0.6332 1.1311  0.09
C -1.2985 0.3547 -2.1363  -1.42
H -1.1833 0.4244 3.9253  0.30
H 2.0458 -1.4322 -2.7842  0.47
H -5.0704 0.1377 1.6467  0.30
H 1.1445 -0.1815 -0.8797  -1.02
H 2.6837 0.5786 -2.6549  0.42
H -3.7455 2.0689 1.4346  0.42
H -0.5575 -0.0381 -2.8670  0.31
H 3.3848 0.2419 0.1423  0.38
H -3.4979 -2.6294 1.6846  0.28
H 2.7698 2.5123 0.3529  0.33
H 1.5785 -0.1155 1.5273  0.49
H 3.1041 -1.0671 -1.6361  0.41
H 0.0165 -2.8060 -2.5967  0.39
H -0.9617 -3.9576 -0.9688  0.33
H 0.4882 2.7301 -0.6221  0.32
H 4.4093 -0.9407 0.1886  0.28
H -1.8765 -0.5454 -1.8348  0.21
H -4.2349 3.5434 1.4695  0.31
H 2.9541 1.9520 -3.3647  0.25
H -0.7484 4.3916 2.1894  0.31
H -0.4823 -3.9227 2.4549  0.24
H 0.1023 -0.7834 3.4266  0.25
H -0.5438 2.8614 -1.9019  0.46
H 2.5067 -1.9385 0.8867  0.29
H 0.9033 1.9589 -2.0703  0.33
H -2.0036 -2.1301 1.7039  0.37
H 2.7048 -2.8798 2.1280  0.30
H -0.1586 -0.8997 0.0057  0.09
H 3.1251 1.9132 -1.0435  0.47
H -1.4406 1.3751 -0.2450  -0.15
H -3.6314 -0.3970 1.6544  0.40
H -1.9589 3.6847 1.4832  0.39
H 0.4110 -2.8476 1.6503  0.39
H 0.9580 -3.0238 -3.8172  0.28
H 1.4489 1.5510 1.0193  -0.46
H -1.9856 1.0315 -2.6403  0.47
H -2.0405 -3.1196 -1.5606  0.31
H -0.7220 1.8294 2.0002  0.33

Output
gap between HOMO and LUMO = 9.903 eV
total energy = -1208.88293 Eh
total charge = +1
highest occupied orbital energy = -12.2477 eV



Here is C9H14MnN2P as an isolated structure in a non-equilibrium geometry from the OMol25 dataset. Energies are from ωB97M-V with the def2-TZVPD basis set.

Last column: Mulliken charge in e.
Atoms and positions in Å:
Mn -0.3575 0.0512 -1.6002  0.31
P 2.4849 0.2646 0.1491  -0.12
N -0.3070 -1.1784 0.2328  -0.06
N -0.2529 -2.0856 2.2924  -0.08
C 0.1962 1.6007 -2.8310  -0.64
C -1.7883 1.2208 -1.8208  -0.75
C 0.6169 -2.2619 0.2556  -0.72
C 0.5573 -2.8644 1.4966  -0.38
C 0.5877 1.6652 -1.3727  -0.74
C -1.5612 -0.0686 2.2771  -0.99
C -1.1731 1.6361 -3.0639  0.02
C -0.7393 -1.0727 1.5320  0.39
C -0.8115 1.6830 -0.6240  -0.46
H 3.4333 -0.8175 0.1480  0.07
H 2.4611 0.7556 1.5038  0.05
H -2.6055 -0.0785 1.8823  0.24
H 1.6571 2.0724 -1.3280  0.59
H -1.4308 2.0184 0.3108  0.42
H -0.5938 -2.1921 3.2798  0.26
H 1.3513 -2.3700 -0.5275  0.53
H 3.4638 1.2343 -0.3086  0.07
H -1.7226 1.7107 -4.0650  0.30
H -1.5792 -0.4484 3.3356  0.34
H 1.0633 -3.7191 1.9028  0.43
H 0.9470 1.5249 -3.6639  0.33
H -1.1178 0.9756 2.3361  0.19
H -2.7793 0.7437 -1.7288  0.39

Output
gap between HOMO and LUMO (alpha / beta) = 6.089 / 6.464 eV
spin multiplicity = 5
⟨S²⟩ = 6.1068
total energy = -1952.92102 Eh
highest occupied orbital energy (alpha / beta) = -5.6940 / -6.1675 eV



Here is a 2-piece molecular cluster, C3H5ClS overall in a non-equilibrium geometry from the OMol25 dataset. Energies are from ωB97M-V with the def2-TZVPD basis set.

Last column: Mulliken charge in e.
Atoms and positions in Å:
Cl 0.4682 -2.3513 -0.6159  -0.20
S 1.2175 2.5630 -1.9655  -0.07
C -1.5174 -1.8998 1.0745  -0.71
C -0.3849 -1.3930 0.5506  0.16
C 0.6924 1.9209 -0.5503  -0.28
H 2.2537 3.5831 -1.8129  0.13
H 0.0559 -0.4454 0.5828  0.27
H -1.9171 -2.7936 0.6632  0.22
H 1.3198 2.2469 0.3519  0.18
H -2.1880 -1.4309 1.7214  0.30

Output
gap between HOMO and LUMO = 8.915 eV
total energy = -975.52896 Eh
highest occupied orbital energy = -9.3635 eV



Here is a 3-piece molecular cluster, C4H16NO2 overall from the OMol25 dataset. Energies are from ωB97M-V with the def2-TZVPD basis set.

Last column: Mulliken charge in e.
Atoms and positions in Å:
O -1.4238 0.5399 -1.5925  -1.18
O 0.2353 -1.1017 -2.9153  -0.51
N -0.0994 -0.0102 0.6759  0.28
C -1.4861 1.2552 2.3147  -1.32
C 1.3038 -0.2263 0.2120  -1.09
C 1.5921 -1.6898 -0.0178  -2.00
C -0.3245 1.3133 1.3299  -0.51
H 1.9722 0.1754 0.9739  0.43
H 1.4384 0.3578 -0.7045  0.59
H -1.1646 0.9365 3.2960  0.39
H -0.3824 -0.7681 1.2890  0.36
H -0.9513 -0.0832 -2.2045  0.20
H 2.4247 -1.8104 -0.7101  0.45
H -1.9663 2.2328 2.3894  0.36
H -0.5001 2.0451 0.5497  0.38
H 1.8334 -2.2022 0.9133  0.54
H 1.0263 -0.5157 -3.0253  0.42
H 0.1657 -1.5125 -3.7975  0.11
H -2.2555 0.5818 1.9385  0.37
H -0.7344 0.0186 -0.1621  0.58
H 0.7313 -2.2038 -0.4412  0.45
H -2.0245 1.0611 -2.1499  0.43
H 0.5899 1.6063 1.8384  0.27

Output
gap between HOMO and LUMO (alpha / beta) = 3.016 / 11.407 eV
spin multiplicity = 2
⟨S²⟩ = 0.7504
total energy = -367.10709 Eh
highest occupied orbital energy (alpha / beta) = -2.4878 / -11.0717 eV